# C20H32Cl5IrN5OPSSi

C20H32Cl5IrN5OPSSi as an isolated structure (the ωB97M-V functional and the def2-TZVPD basis, OMol25).

Geometry as XYZ:
```
67
Properties=species:S:1:pos:R:3:forces:R:3
Ir -0.1364 0.1075 0.8217 -0.678 0.617 0.376
Cl -1.4716 -3.7692 0.6257 -0.002 0.025 0.009
C 0.0595 -3.1397 0.1191 0.132 -0.241 0.093
C 0.3925 -1.8176 0.3107 0.126 0.315 -0.153
C 1.6044 -1.3422 -0.0286 0.125 -0.405 -0.153
Cl -0.0544 1.0899 -1.3460 0.139 -0.062 0.064
C 2.5973 -2.1138 -0.5619 0.186 -0.091 -0.090
Cl 4.1612 -1.4670 -0.9386 -0.040 0.002 0.017
C 2.2919 -3.4623 -0.7926 0.052 0.075 0.002
Cl 3.4728 -4.5011 -1.4962 -0.012 0.002 0.004
C 1.0297 -3.9726 -0.4524 -0.166 0.064 0.084
Cl 0.6708 -5.6352 -0.7291 0.029 -0.002 -0.012
C 0.1383 2.9197 3.1496 0.035 -0.063 0.076
Si 0.6931 2.5094 1.4059 -0.057 -0.240 0.026
C 2.5562 2.5197 1.2642 0.012 -0.004 -0.094
C -0.0023 3.8334 0.2867 -0.086 -0.001 0.018
H 0.6221 2.2928 3.9008 -0.035 -0.015 0.001
H -0.9413 2.7926 3.2432 0.015 0.015 0.026
H 0.3815 3.9621 3.3769 0.026 0.004 -0.046
H 2.8905 3.5595 1.1946 0.013 -0.016 -0.006
H 2.8767 1.9986 0.3599 0.017 0.002 0.008
H 3.0425 2.0631 2.1248 -0.020 0.033 -0.015
H 0.2679 4.8057 0.7123 -0.010 -0.009 0.011
H -1.0902 3.7782 0.2235 0.003 -0.007 -0.021
H 0.4068 3.7584 -0.7186 -0.016 0.013 0.001
C -4.1752 2.5789 -0.7876 -0.045 -0.031 0.033
N -4.7591 1.2480 -0.6547 0.034 -0.011 0.000
C -6.0725 1.2313 -0.0363 0.057 0.056 0.010
P -3.6733 0.0034 -0.4487 -0.182 0.022 -0.329
O -2.5898 0.4039 0.4932 0.230 -0.053 0.166
N -3.2276 -0.3951 -1.9854 0.041 -0.015 0.114
C -2.2352 -1.4504 -2.1540 0.017 0.039 -0.086
C -3.4189 0.4357 -3.1589 0.023 0.012 -0.024
N -4.4491 -1.3370 0.1138 0.016 0.075 0.024
C -4.5165 -1.6083 1.5414 0.000 -0.051 -0.034
C -5.2853 -2.1859 -0.7125 -0.002 -0.008 0.015
H -4.7873 3.1864 -1.4591 0.006 0.007 -0.006
H -3.1680 2.5080 -1.1985 -0.003 0.022 -0.003
H -4.1069 3.0859 0.1810 0.003 -0.008 0.010
H -6.7658 1.8264 -0.6356 0.000 -0.009 -0.002
H -6.0564 1.6501 0.9778 0.010 0.002 -0.005
H -6.4554 0.2162 0.0166 -0.023 -0.041 -0.005
H -2.1365 -2.0167 -1.2320 -0.005 -0.024 0.022
H -1.2561 -1.0391 -2.4158 -0.067 -0.032 0.009
H -2.5587 -2.1346 -2.9439 -0.015 -0.013 -0.005
H -4.2492 1.1189 -3.0072 -0.020 -0.007 -0.009
H -3.6516 -0.2021 -4.0162 0.002 -0.016 0.004
H -2.5182 1.0108 -3.3985 0.017 -0.011 0.030
H -5.5213 -1.4196 1.9363 -0.011 -0.001 -0.005
H -3.8025 -0.9835 2.0697 0.013 0.015 0.013
H -4.2641 -2.6548 1.7322 -0.002 0.009 -0.007
H -6.3450 -2.0890 -0.4491 -0.001 0.015 0.007
H -5.0023 -3.2336 -0.5772 0.013 -0.006 0.006
H -5.1596 -1.9264 -1.7608 -0.012 0.002 0.003
C 2.3849 -1.2674 6.7274 -0.015 -0.003 -0.001
C 2.1622 -0.9162 5.2891 -0.150 0.019 -0.092
C 3.2292 -0.7009 4.4168 0.035 -0.018 0.066
C 2.9300 -0.3731 3.1118 0.080 -0.095 -0.074
N 1.6730 -0.2630 2.6992 -0.059 0.138 0.007
C 0.7122 -0.4934 3.5968 0.092 -0.012 0.041
S -0.8936 -0.3305 2.9228 0.025 0.059 -0.251
N 0.8974 -0.8141 4.8692 0.099 -0.033 0.131
H 2.9985 -2.1652 6.8116 0.003 0.004 -0.002
H 1.4301 -1.4362 7.2178 0.006 0.001 0.001
H 2.9123 -0.4595 7.2371 0.001 -0.003 0.001
H 4.2533 -0.7881 4.7519 -0.006 -0.002 -0.008
H 3.6988 -0.1991 2.3668 0.005 -0.008 0.010
```
Positions in Å, forces in eV/Å.

Summary:
- Spin multiplicity: 5
- E_tot: -4564.62847 a.u.
- HOMO level (spin up / spin down): -7.19 / -8.55 eV
- ΔE to the lowest compared entry with this formula, charge and spin: 3.4 kcal/mol



# C20H32ClN3O2S

One molecule with the formula C20H32ClN3O2S (the ωB97M-V functional and the def2-TZVPD basis, OMol25).

Geometry as XYZ:
```
59
Properties=species:S:1:pos:R:3:forces:R:3
C -5.1473 -1.4174 5.3622 0.000 0.000 0.000
C -5.4284 -1.6160 3.8785 -0.001 -0.001 0.002
C -4.3164 -1.0693 2.9918 -0.054 0.081 -0.001
C -4.5884 -1.2895 1.5076 0.075 -0.147 -0.021
C -3.5722 -0.6336 0.5744 -0.021 0.144 0.078
C -2.1304 -0.9460 0.9397 -0.002 -0.081 -0.053
N -1.2255 -0.3967 -0.0554 -0.006 0.002 0.001
C 0.0958 -0.2394 0.1936 -0.001 -0.006 -0.004
O 0.5919 -0.4344 1.2859 0.001 0.002 0.000
C 0.9219 0.1644 -1.0380 0.001 0.000 0.004
C 1.5057 -1.1181 -1.6053 0.001 0.000 0.002
C 2.4507 -1.8227 -0.8714 0.002 -0.004 -0.001
C 2.9873 -3.0106 -1.3548 -0.001 0.003 0.002
C 4.0092 -3.7650 -0.5484 -0.001 0.000 -0.001
C 2.5606 -3.4900 -2.5901 0.001 -0.002 -0.002
C 1.6169 -2.7824 -3.3129 0.001 0.001 0.004
Cl 1.0944 -3.3886 -4.8577 -0.001 -0.001 -0.001
C 1.0819 -1.5979 -2.8366 -0.002 -0.001 -0.003
N 1.9629 1.1179 -0.6986 0.006 0.001 -0.004
C 2.7671 1.4180 -1.8836 -0.001 -0.005 -0.001
C 3.7244 2.6015 -1.7411 0.012 0.007 -0.003
C 3.1640 3.9251 -2.2545 -0.014 0.010 -0.004
S 1.9329 4.7070 -1.2413 0.011 -0.004 0.015
N 2.7428 5.1699 -0.0392 -0.032 -0.012 -0.016
O 1.1490 5.6185 -2.0536 0.010 0.002 -0.009
C 0.8081 3.3741 -0.8075 0.011 0.014 0.008
C 1.4768 2.2808 0.0337 0.005 -0.004 0.002
H -5.9537 -1.8137 5.9799 0.000 0.000 0.000
H -4.2239 -1.9208 5.6554 0.000 0.000 0.000
H -5.0348 -0.3576 5.5997 0.000 0.000 0.000
H -5.5633 -2.6815 3.6677 0.000 0.000 -0.001
H -6.3723 -1.1303 3.6125 0.000 0.000 -0.001
H -4.1910 0.0024 3.1881 0.000 0.000 0.000
H -3.3727 -1.5448 3.2751 0.000 0.000 0.000
H -4.6119 -2.3673 1.3128 0.000 0.000 0.000
H -5.5855 -0.9146 1.2617 0.000 0.000 0.001
H -3.7675 -0.9593 -0.4527 0.002 0.000 0.000
H -3.7051 0.4530 0.5900 0.000 0.000 0.001
H -1.8610 -0.5110 1.9006 0.001 0.001 -0.001
H -1.9830 -2.0286 1.0289 0.001 0.000 -0.001
H -1.5534 -0.3087 -1.0029 0.004 0.000 -0.002
H 0.2311 0.5779 -1.7974 0.001 0.001 0.000
H 2.7588 -1.4299 0.0904 -0.001 0.002 0.000
H 4.3193 -4.6781 -1.0541 0.000 0.000 0.000
H 4.8957 -3.1529 -0.3766 0.000 0.000 0.000
H 3.6062 -4.0352 0.4285 0.000 0.000 0.000
H 2.9611 -4.4119 -2.9909 0.000 0.000 0.000
H 0.3542 -1.0564 -3.4280 0.000 0.001 0.000
H 3.3406 0.5217 -2.1200 -0.003 0.001 -0.003
H 2.1214 1.5999 -2.7636 -0.004 0.002 0.003
H 4.0819 2.7078 -0.7166 -0.002 -0.003 0.002
H 4.6040 2.3877 -2.3509 0.000 0.001 0.000
H 3.9362 4.6912 -2.3280 0.006 -0.006 0.002
H 2.6978 3.8052 -3.2340 -0.001 0.003 0.003
H 2.1590 5.6305 0.6538 0.009 0.002 0.001
H 0.0274 3.8956 -0.2498 -0.004 -0.006 0.000
H 0.3596 3.0088 -1.7332 -0.005 -0.003 0.001
H 0.7851 1.9280 0.7946 -0.005 0.006 -0.003
H 2.3043 2.7331 0.5816 0.000 -0.003 0.002
```
Positions in Å, forces in eV/Å.

Summary:
- Spin multiplicity: 1
- Structure (SMILES): CCCCCCNC(=O)[C@H](c1cc(C)cc(Cl)c1)N1CCC[S@@](=N)(=O)CC1
- E_tot: -1954.40093 a.u.
- HOMO level: -9.00 eV
- ΔE to the lowest compared entry with this formula, charge and spin: 1.1 kcal/mol



# C20H32N14O2SW

C20H32N14O2SW as an isolated structure (the ωB97M-V functional and the def2-TZVPD basis, OMol25).

Geometry as XYZ:
```
70
Properties=species:S:1:pos:R:3:forces:R:3
W 0.4307 -0.2176 -0.2370 0.742 -0.168 0.718
N -2.8588 0.6901 -0.1734 0.053 -0.075 -0.106
C -2.1762 1.3741 -1.1342 0.016 -0.063 0.030
N -2.7748 2.3776 -1.7041 0.240 -0.138 0.001
C -2.0828 3.0437 -2.6500 -0.118 0.276 -0.178
N -2.6452 4.0701 -3.2291 0.044 -0.014 0.001
N -0.8187 2.6944 -3.0590 -0.260 -0.023 0.140
C -0.2954 1.7084 -2.4251 0.232 -0.111 0.018
N -0.8795 0.9780 -1.4157 0.024 0.242 -0.290
C 1.0886 1.3053 -2.7572 -0.200 -0.081 0.219
C 1.7681 1.8271 -3.8278 0.137 0.105 -0.248
C 3.0615 1.3799 -4.0793 -0.040 0.085 -0.121
C 3.6160 0.4295 -3.2379 0.097 -0.015 0.050
C 2.8779 -0.0387 -2.1698 -0.134 0.035 -0.188
N 1.6243 0.3857 -1.9245 0.081 -0.193 0.064
H -3.8285 0.9802 -0.1074 -0.017 0.002 0.025
H -2.7424 -0.3129 -0.1633 -0.017 0.039 0.043
H -3.5787 4.3553 -2.9652 -0.004 0.012 -0.006
H -2.1584 4.5814 -3.9519 -0.011 0.006 -0.009
H 1.2791 2.5643 -4.4503 0.039 -0.010 -0.005
H 3.6225 1.7672 -4.9214 -0.018 -0.004 0.019
H 4.6187 0.0533 -3.3945 -0.009 0.020 -0.007
H 3.2957 -0.7502 -1.4759 0.021 -0.040 0.022
N -1.6065 -2.6889 1.4404 -0.097 0.165 0.118
N -1.7849 -1.9730 2.6394 -0.087 -0.377 -0.063
C -1.3817 -0.7223 2.8344 0.033 0.155 0.153
N -1.6471 -0.1606 4.0003 0.035 -0.008 -0.236
N -0.7074 -0.1091 1.8016 0.088 -0.266 -0.189
N -0.3457 1.1744 1.9447 0.157 0.399 -0.914
O -0.4942 1.9090 2.8621 -0.090 -0.074 0.272
O 0.2678 1.5572 0.8671 -0.041 -0.113 0.783
H -2.5275 -2.8685 1.0440 -0.011 -0.057 0.021
H -1.2201 -3.5998 1.6817 -0.061 -0.028 0.113
H -2.2915 -2.4241 3.3931 -0.029 -0.048 -0.028
H -2.1831 -0.6592 4.6985 -0.022 0.004 0.043
H -1.4337 0.8093 4.1819 -0.008 -0.022 -0.006
N 0.9699 -2.3810 -0.2307 -0.101 -0.090 0.187
C 0.7010 -2.4480 -1.6405 0.183 0.082 0.639
C 1.6427 -2.8480 -2.5758 0.188 0.017 -0.189
C 1.3246 -2.7100 -3.9109 0.005 -0.018 -0.049
C 0.0975 -2.1437 -4.3132 0.072 -0.017 -0.025
C -0.8281 -1.7579 -3.3751 -0.087 -0.008 -0.047
C -0.5314 -1.9252 -2.0102 -0.498 0.257 0.076
H 1.9100 -2.6855 0.0165 0.024 -0.045 -0.108
H 0.2933 -2.9143 0.3203 0.133 0.162 -0.071
H 2.5892 -3.2793 -2.2682 -0.041 -0.002 -0.012
H 2.0257 -3.0585 -4.6611 -0.050 0.027 0.011
H -0.1358 -2.0620 -5.3676 0.038 -0.007 0.021
H -1.8022 -1.3964 -3.6826 0.035 -0.012 0.023
H -1.3311 -1.8711 -1.2721 -0.082 -0.072 -0.027
C 2.9281 2.2857 4.2161 -0.088 -0.237 -0.136
N 2.8219 1.0522 3.3923 -0.137 0.022 0.412
C 2.5003 -0.1424 4.1964 0.053 0.224 -0.182
C 3.0275 1.0620 2.0878 0.017 0.225 0.107
S 2.4628 -0.3655 1.1255 -0.403 0.138 -0.758
N 3.7536 2.0086 1.5169 0.009 -0.077 -0.059
C 4.9173 2.6389 2.1929 -0.088 -0.089 -0.093
C 3.6367 2.3675 0.1048 0.055 -0.003 0.058
H 2.1235 2.2455 4.9468 -0.017 0.014 0.014
H 2.8026 3.1636 3.5909 -0.004 -0.002 -0.003
H 3.8750 2.3294 4.7484 -0.001 0.004 0.037
H 3.2720 -0.2666 4.9549 0.011 -0.010 0.012
H 2.4655 -1.0331 3.5811 0.009 -0.043 0.004
H 1.5477 0.0204 4.7001 -0.018 -0.046 0.009
H 5.1713 2.0944 3.0945 0.035 -0.020 -0.036
H 4.7286 3.6858 2.4197 -0.025 0.009 -0.003
H 5.7557 2.5690 1.5021 0.010 0.023 -0.026
H 2.6679 2.0786 -0.2849 -0.025 -0.025 0.000
H 4.4439 1.9073 -0.4656 -0.002 -0.017 -0.050
H 3.7268 3.4495 0.0237 0.022 0.017 0.005
```
Positions in Å, forces in eV/Å.

Summary:
- Spin multiplicity: 1
- E_tot: -2162.23216 a.u.
- HOMO level (spin up / spin down): -19.77 / -19.77 eV
- Total charge: +4